# 1
C37H31F9N5O2PPd as an isolated structure. Source: OMol25; level of theory: ωB97M-V/def2-TZVPD.

Last column: Löwdin charge in e.
Positions of all 86 atoms, in Å:
1 Pd -0.905 0.304 1.504  0.87
2 O 0.171 -0.963 5.204  0.14
3 C -0.304 -0.782 4.114  -0.45
4 N -0.449 0.396 3.428  -0.01
5 C 0.000 1.636 3.837  -0.44
6 O 0.788 1.883 4.709  0.14
7 C -0.627 2.722 2.976  -0.17
8 C -0.656 4.032 3.398  0.04
9 C -1.310 4.971 2.610  0.00
10 C -1.908 4.557 1.431  -0.01
11 C -1.811 3.228 1.055  -0.11
12 N -1.177 2.328 1.807  -0.03
13 C -0.849 -1.936 3.287  -0.19
14 C -1.027 -3.176 3.859  0.03
15 C -1.522 -4.212 3.077  0.00
16 C -1.818 -3.960 1.749  -0.01
17 C -1.605 -2.688 1.243  -0.11
18 N -1.122 -1.695 1.986  -0.02
19 H -0.182 4.283 4.337  0.14
20 H -1.365 6.006 2.919  0.13
21 H -2.443 5.249 0.797  0.13
22 H -2.262 2.875 0.138  0.11
23 H -0.782 -3.293 4.906  0.14
24 H -1.686 -5.193 3.502  0.13
25 H -2.223 -4.727 1.104  0.12
26 H -1.863 -2.443 0.226  0.08
27 N 4.752 -1.808 1.280  0.06
28 C 3.663 -2.374 2.149  -0.08
29 C 2.342 -1.715 1.773  -0.18
30 N 2.359 -0.260 1.823  -0.04
31 C 3.473 0.288 1.061  -0.18
32 C 4.830 -0.312 1.419  -0.08
33 H 4.559 -2.071 0.307  0.14
34 H 5.650 -2.233 1.518  0.19
35 H 3.945 -2.158 3.180  0.14
36 H 3.641 -3.451 1.998  0.14
37 H 1.578 -2.102 2.445  0.11
38 H 2.059 -2.021 0.758  0.11
39 H 2.393 0.073 2.783  0.12
40 H 3.526 1.367 1.208  0.14
41 H 3.282 0.116 -0.002  0.09
42 H 5.102 -0.115 2.456  0.14
43 H 5.625 0.047 0.768  0.14
44 F 0.669 6.430 -2.741  0.16
45 C 1.196 5.356 -3.352  -0.59
46 F 2.527 5.407 -3.177  0.15
47 F 0.945 5.458 -4.658  0.16
48 C 0.631 4.086 -2.762  -0.09
49 C 1.005 3.735 -1.471  0.01
50 C 0.476 2.595 -0.892  -0.12
51 C -0.424 1.798 -1.600  -0.37
52 C -0.778 2.151 -2.898  -0.03
53 C -0.257 3.299 -3.478  0.03
54 P -0.999 0.245 -0.843  1.02
55 C -2.622 -0.167 -1.518  -0.37
56 C -2.796 -0.621 -2.829  -0.07
57 C -4.065 -0.885 -3.306  0.02
58 C -5.166 -0.700 -2.475  -0.09
59 C -5.006 -0.265 -1.171  0.02
60 C -3.731 -0.004 -0.691  -0.08
61 C -6.540 -0.991 -3.034  -0.59
62 F -6.606 -2.255 -3.482  0.16
63 F -7.497 -0.827 -2.115  0.16
64 F -6.809 -0.179 -4.066  0.17
65 C 0.194 -0.955 -1.552  -0.31
66 C 1.488 -0.505 -1.823  -0.07
67 C 2.510 -1.400 -2.076  -0.02
68 C 2.255 -2.764 -2.037  -0.12
69 C 0.958 -3.227 -1.882  0.02
70 C -0.069 -2.320 -1.663  -0.07
71 C 3.427 -3.702 -2.070  -0.56
72 F 4.309 -3.400 -3.018  0.18
73 F 3.086 -4.976 -2.178  0.19
74 F 4.110 -3.577 -0.865  0.08
75 H 1.706 4.352 -0.923  0.13
76 H 0.779 2.316 0.111  0.09
77 H -1.472 1.546 -3.466  0.11
78 H -0.539 3.577 -4.484  0.13
79 H -1.939 -0.789 -3.472  0.12
80 H -4.207 -1.238 -4.319  0.14
81 H -5.868 -0.139 -0.531  0.13
82 H -3.602 0.324 0.335  0.09
83 H 1.706 0.555 -1.838  0.10
84 H 3.508 -1.039 -2.297  0.14
85 H 0.748 -4.287 -1.928  0.13
86 H -1.081 -2.693 -1.588  0.10

Forces on the atoms, in the same order (eV/Å):
Pd -0.584 0.078 -0.158
O 0.024 -0.024 0.070
C 0.040 -0.108 -0.204
N -0.299 0.039 -0.098
C 0.013 0.119 -0.161
O -0.013 0.054 0.102
C 0.093 -0.161 0.012
C -0.013 0.066 -0.002
C 0.016 -0.038 0.029
C -0.009 -0.023 -0.010
C -0.154 0.047 0.003
N 0.430 -0.064 0.138
C 0.144 0.086 0.017
C -0.020 -0.058 0.007
C 0.014 0.045 0.038
C -0.005 0.024 -0.027
C -0.179 -0.024 0.036
N 0.291 -0.006 0.116
H -0.004 0.009 -0.006
H 0.006 0.002 0.001
H -0.005 0.000 0.003
H 0.044 -0.001 -0.010
H -0.007 -0.014 -0.005
H 0.006 -0.003 0.002
H -0.006 -0.003 0.004
H -0.029 0.008 -0.016
N 0.007 0.053 0.034
C 0.015 0.005 -0.006
C -0.042 -0.039 -0.047
N 0.242 0.004 0.044
C 0.028 0.018 -0.012
C 0.004 -0.023 0.012
H 0.014 0.011 0.040
H -0.007 0.005 0.014
H -0.019 -0.008 0.006
H -0.001 0.003 -0.004
H -0.001 0.016 0.008
H 0.015 0.000 0.017
H -0.086 -0.022 0.009
H 0.000 -0.002 0.013
H 0.014 0.021 0.065
H -0.004 0.027 -0.005
H -0.009 0.000 -0.009
F 0.029 -0.043 -0.031
C 0.025 0.041 -0.012
F -0.060 0.007 -0.012
F 0.011 0.001 0.046
C -0.026 -0.028 0.001
C 0.000 -0.018 0.017
C 0.128 -0.015 -0.035
C -0.096 -0.062 0.011
C -0.112 0.053 0.017
C 0.030 0.039 0.011
P -0.022 -0.023 -0.045
C 0.049 -0.026 -0.041
C 0.025 -0.079 0.003
C -0.010 0.001 0.018
C 0.009 0.005 -0.001
C -0.010 -0.004 -0.003
C 0.012 0.028 0.003
C -0.053 -0.015 -0.024
F -0.007 0.076 0.022
F 0.048 -0.014 -0.057
F 0.012 -0.057 0.059
C 0.148 0.023 0.147
C -0.002 0.020 -0.013
C -0.012 -0.038 -0.024
C -0.017 0.034 0.013
C 0.059 -0.027 -0.032
C -0.074 0.037 -0.003
C -0.015 -0.043 -0.138
F -0.051 -0.021 0.082
F 0.037 0.079 0.032
F -0.007 -0.095 -0.098
H 0.002 0.012 -0.011
H -0.016 -0.001 -0.001
H -0.009 0.007 0.013
H 0.001 0.003 0.001
H -0.003 0.026 -0.009
H 0.001 0.002 -0.002
H -0.006 0.005 -0.009
H 0.007 0.002 -0.010
H -0.004 -0.018 0.029
H 0.006 0.000 0.000
H 0.002 -0.001 0.010
H 0.003 0.005 0.018

Computed properties:
HOMO energy: -14.6 eV
Total charge: +2
Multiplicity: 1

***

# 2
C37H31N7OPtS as an isolated structure. Source: OMol25; level of theory: ωB97M-V/def2-TZVPD.

Last column: Löwdin charge in e.
Positions of all 78 atoms, in Å:
1 Pt 0.022 1.399 0.396  1.54
2 C -3.154 -0.247 0.078  -0.01
3 C -3.076 0.744 1.189  -0.24
4 C -4.267 1.180 1.776  0.03
5 C -4.232 2.096 2.799  0.02
6 C -3.000 2.541 3.261  0.03
7 C -1.852 2.067 2.671  -0.20
8 N -1.889 1.203 1.630  0.09
9 C -0.531 2.493 3.104  -0.17
10 C -0.286 3.200 4.270  0.05
11 C 1.005 3.612 4.549  0.03
12 C 2.029 3.303 3.669  0.05
13 C 1.734 2.566 2.537  -0.16
14 N 0.479 2.173 2.287  0.04
15 C 2.710 2.202 1.522  -0.18
16 C 4.067 2.363 1.685  0.04
17 C 4.914 2.035 0.636  0.02
18 C 4.377 1.573 -0.547  0.04
19 C 2.999 1.414 -0.663  -0.25
20 C 2.378 0.939 -1.931  0.01
21 N 2.198 1.713 0.376  0.06
22 H -3.783 -1.087 0.375  0.11
23 H -2.173 -0.623 -0.180  0.03
24 H -3.610 0.210 -0.803  0.09
25 H -5.206 0.787 1.414  0.14
26 H -5.148 2.459 3.245  0.14
27 H -2.948 3.262 4.062  0.12
28 H -1.082 3.422 4.963  0.13
29 H 1.214 4.176 5.447  0.14
30 H 3.035 3.639 3.863  0.13
31 H 4.472 2.729 2.615  0.13
32 H 5.984 2.152 0.744  0.14
33 H 5.012 1.333 -1.387  0.14
34 H 3.130 0.777 -2.698  0.10
35 H 1.663 1.684 -2.286  0.09
36 H 1.841 0.010 -1.765  0.05
37 C 0.505 -5.543 -0.849  -0.02
38 C 1.351 -4.489 -1.589  -0.55
39 C 2.010 -5.152 -2.811  -0.04
40 C 2.456 -4.011 -0.647  -0.05
41 C 0.419 -3.375 -2.041  -0.14
42 C -0.553 -3.645 -3.028  0.01
43 C -1.400 -2.674 -3.507  -0.04
44 C -1.313 -1.396 -2.961  -0.43
45 S -2.202 0.028 -3.396  1.21
46 C -1.360 0.910 -2.186  -0.56
47 N -0.487 0.208 -1.507  -0.01
48 C -0.404 -1.115 -1.942  -0.29
49 C 0.483 -2.103 -1.508  0.01
50 C -1.603 2.295 -1.876  -0.26
51 C -2.415 3.132 -2.642  -0.01
52 C -2.613 4.443 -2.250  -0.04
53 C -1.988 4.930 -1.108  -0.04
54 C -1.156 4.102 -0.362  -0.09
55 C -0.976 2.785 -0.741  -0.22
56 H 1.135 -6.392 -0.583  0.10
57 H -0.317 -5.906 -1.466  0.09
58 H 0.082 -5.124 0.066  0.07
59 H 2.757 -5.867 -2.469  0.09
60 H 2.509 -4.406 -3.433  0.09
61 H 1.297 -5.696 -3.430  0.08
62 H 3.075 -4.862 -0.368  0.10
63 H 2.053 -3.587 0.275  0.06
64 H 3.102 -3.272 -1.129  0.09
65 H -0.630 -4.641 -3.440  0.12
66 H -2.114 -2.892 -4.289  0.13
67 H 1.231 -1.856 -0.770  0.09
68 H -2.870 2.754 -3.550  0.12
69 H -3.245 5.094 -2.838  0.12
70 H -2.149 5.953 -0.796  0.12
71 H -0.649 4.504 0.507  0.10
72 O 0.584 -0.626 1.185  -0.25
73 N -0.415 -1.424 1.053  -0.09
74 C -0.532 -2.572 1.608  -0.29
75 C -1.713 -3.321 1.276  -0.17
76 N -2.653 -3.908 0.975  0.20
77 C 0.445 -3.166 2.487  -0.16
78 N 1.239 -3.619 3.183  0.20

Forces on the atoms, in the same order (eV/Å):
Pt -0.077 -3.948 1.679
C 0.039 0.118 -0.163
C 0.109 -0.200 -0.157
C 0.135 -0.006 0.274
C -0.155 -0.034 -0.042
C 0.083 -0.068 0.116
C -0.390 0.154 -0.016
N 0.231 0.232 -1.870
C 0.104 0.121 0.238
C 0.104 -0.082 0.118
C 0.027 -0.015 0.001
C -0.067 -0.101 0.115
C 0.138 0.054 0.224
N -0.630 0.504 -1.678
C 0.189 0.025 -0.052
C 0.054 -0.046 0.002
C 0.046 -0.020 -0.064
C -0.006 0.018 0.204
C -0.128 -0.052 -0.090
C 0.058 0.117 -0.008
N -1.211 -0.146 -1.591
H 0.002 0.008 0.039
H -0.097 -0.149 0.116
H -0.108 0.026 0.086
H 0.028 -0.028 -0.060
H 0.006 0.024 0.002
H 0.002 -0.032 0.037
H -0.044 -0.006 -0.042
H -0.009 0.009 -0.002
H 0.017 -0.029 -0.019
H -0.029 -0.001 0.016
H 0.001 0.008 0.005
H -0.041 -0.027 -0.029
H 0.027 0.031 0.019
H 0.014 -0.021 -0.051
H 0.148 -0.018 -0.031
C 0.106 0.132 -0.053
C -0.084 -0.396 0.020
C 0.029 0.140 0.039
C -0.120 0.123 -0.084
C 0.035 0.094 -0.033
C -0.056 0.075 -0.021
C -0.032 -0.047 -0.076
C 0.036 0.104 0.113
S 0.214 0.122 0.156
C -0.291 -0.465 -0.800
N 0.104 1.806 1.391
C 0.169 -0.411 0.156
C 0.221 0.086 -0.056
C -0.049 -0.102 -0.056
C 0.052 0.046 0.050
C -0.021 0.059 -0.049
C -0.016 -0.112 -0.007
C 0.024 0.117 0.072
C 0.833 1.099 1.167
H -0.032 -0.016 0.043
H -0.007 -0.026 0.008
H -0.021 -0.064 0.032
H -0.003 -0.024 -0.031
H 0.032 -0.037 -0.025
H -0.025 0.027 -0.003
H 0.015 0.012 0.021
H 0.045 0.015 0.008
H 0.013 0.011 0.018
H 0.012 -0.005 -0.001
H 0.010 -0.023 -0.003
H -0.044 -0.042 0.057
H -0.065 0.008 0.022
H -0.007 -0.017 -0.012
H 0.045 0.021 -0.035
H -0.029 -0.024 0.026
O 1.236 0.617 0.999
N -1.792 0.621 -0.773
C 0.903 -0.222 0.530
C -0.077 0.058 -0.101
N 0.012 0.070 0.024
C 0.076 0.093 -0.025
N -0.017 0.057 -0.033

Computed properties:
HOMO energy: -13.7 eV
Total charge: +2
Multiplicity: 1

***

# 3
C37H32AsBrINO2PRu as an isolated structure. Source: OMol25; level of theory: ωB97M-V/def2-TZVPD.

Last column: Löwdin charge in e.
Positions of all 77 atoms, in Å:
1 Ru -0.370 -0.489 -0.016  0.65
2 I 2.224 -0.342 -0.250  1.20
3 C 3.206 1.562 -0.231  -0.51
4 C 4.583 1.444 -0.209  -0.14
5 C 5.382 2.582 -0.131  -0.03
6 C 4.777 3.812 -0.111  0.02
7 C 3.375 3.945 -0.183  -0.14
8 C 2.834 5.244 -0.210  0.03
9 C 1.478 5.439 -0.266  -0.01
10 C 0.628 4.338 -0.288  -0.07
11 C 1.107 3.029 -0.274  -0.28
12 P -0.341 1.886 -0.267  0.98
13 C -1.173 2.407 1.271  -0.36
14 C -0.554 2.001 2.460  -0.12
15 C -1.090 2.375 3.677  -0.04
16 C -2.232 3.164 3.719  -0.02
17 C -2.825 3.599 2.541  -0.03
18 C -2.314 3.213 1.314  -0.08
19 C -1.304 2.385 -1.715  -0.39
20 C -0.661 2.865 -2.861  -0.08
21 C -1.408 3.262 -3.953  -0.04
22 C -2.793 3.159 -3.930  -0.03
23 C -3.432 2.637 -2.811  -0.05
24 C -2.696 2.229 -1.717  -0.16
25 C 2.513 2.794 -0.227  -0.19
26 H 5.057 0.474 -0.243  0.10
27 H 6.456 2.498 -0.085  0.13
28 H 5.370 4.711 -0.041  0.13
29 H 3.517 6.079 -0.187  0.14
30 H 1.068 6.436 -0.283  0.13
31 H -0.440 4.521 -0.319  0.12
32 H 0.338 1.381 2.427  0.10
33 H -0.630 2.041 4.593  0.13
34 H -2.655 3.443 4.672  0.13
35 H -3.688 4.248 2.578  0.12
36 H -2.784 3.572 0.411  0.10
37 H 0.418 2.936 -2.888  0.11
38 H -0.911 3.661 -4.824  0.12
39 H -3.374 3.476 -4.783  0.12
40 H -4.509 2.562 -2.792  0.12
41 H -3.199 1.810 -0.853  0.09
42 Br -2.147 -0.970 -2.510  0.85
43 C -3.200 -0.871 -0.914  -0.69
44 C -4.580 -0.957 -0.875  -0.05
45 C -5.198 -0.887 0.369  0.02
46 C -4.429 -0.773 1.522  0.06
47 C -3.053 -0.697 1.374  -0.15
48 N -2.460 -0.715 0.180  -0.11
49 C -2.044 -0.611 2.564  -0.62
50 O -2.468 -0.298 3.645  0.14
51 O -0.868 -0.886 2.188  -0.14
52 H -5.151 -1.078 -1.780  0.13
53 H -6.274 -0.945 0.434  0.14
54 H -4.875 -0.752 2.505  0.14
55 C -1.398 -4.235 -0.865  -0.27
56 As -0.004 -3.057 -0.146  1.08
57 C 0.149 -3.803 1.653  -0.26
58 C 1.579 -3.772 -1.220  -0.28
59 C 2.417 -4.823 -0.592  -0.21
60 C 2.666 -6.026 -1.281  0.04
61 C 3.620 -6.907 -0.817  0.03
62 C 4.272 -6.662 0.395  0.08
63 C 4.034 -5.471 1.093  0.02
64 C 3.113 -4.569 0.609  0.00
65 H -1.058 -5.270 -0.731  0.05
66 H -1.573 -4.056 -1.929  0.02
67 H -2.342 -4.114 -0.322  0.05
68 H 0.568 -4.813 1.619  0.04
69 H -0.859 -3.850 2.073  0.05
70 H 0.752 -3.163 2.300  0.04
71 H 2.217 -2.907 -1.438  0.02
72 H 1.152 -4.125 -2.164  0.09
73 H 2.165 -6.224 -2.219  0.14
74 H 3.862 -7.793 -1.384  0.14
75 H 4.956 -7.394 0.800  0.15
76 H 4.565 -5.273 2.014  0.14
77 H 2.941 -3.636 1.135  0.12

Forces on the atoms, in the same order (eV/Å):
Ru 0.140 -0.007 1.853
I 0.539 0.372 -0.018
C 0.308 0.027 0.017
C -0.875 -0.580 0.014
C -0.092 0.743 0.004
C 0.186 -0.495 -0.022
C -0.123 -0.226 0.013
C -0.565 0.023 0.001
C 0.576 0.202 0.033
C 0.122 -0.685 -0.008
C -0.265 0.030 -0.109
P -0.375 1.087 0.019
C 0.062 -0.443 -0.155
C 0.078 0.119 -0.180
C -0.039 0.090 0.002
C 0.117 -0.027 -0.106
C -0.003 -0.015 0.087
C 0.066 -0.056 -0.066
C -0.001 -0.278 0.003
C -0.015 -0.099 0.356
C -0.127 -0.039 -0.144
C 0.077 -0.047 0.124
C -0.025 0.028 -0.141
C 0.237 0.088 0.197
C -0.079 0.118 -0.027
H -0.003 -0.089 0.042
H 0.072 -0.097 -0.017
H 0.086 0.097 -0.028
H 0.017 0.110 0.016
H -0.061 0.097 -0.009
H 0.052 -0.012 0.014
H -0.073 0.102 0.081
H 0.059 -0.043 0.097
H -0.026 0.048 0.069
H -0.060 0.006 -0.007
H 0.000 0.013 -0.050
H 0.063 0.122 -0.001
H 0.042 0.006 -0.091
H -0.037 0.056 -0.054
H -0.117 -0.038 -0.015
H -0.023 0.098 -0.020
Br -0.409 0.017 0.278
C -0.125 -0.026 -0.361
C 0.380 -0.007 -0.236
C 0.172 -0.037 0.167
C 0.162 0.032 -0.403
C 0.326 0.140 1.115
N -0.305 -0.139 -0.612
C -2.521 0.394 -0.478
O 0.236 -0.215 0.179
O 2.369 -0.304 -1.390
H -0.033 -0.010 -0.126
H -0.097 -0.012 -0.010
H 0.123 0.046 0.093
C 0.137 -0.123 -0.131
As -0.442 -0.920 -0.039
C 0.204 0.030 0.040
C -0.144 -0.193 0.143
C -0.428 0.688 -0.503
C 0.654 -1.157 -0.177
C -0.988 0.134 -1.043
C 0.327 -0.235 0.234
C -0.669 1.170 0.315
C 0.960 -0.134 1.028
H -0.071 0.228 0.015
H 0.090 0.075 0.191
H 0.252 0.141 0.005
H -0.126 0.136 -0.035
H 0.114 0.080 -0.142
H -0.089 -0.038 -0.103
H -0.057 -0.046 0.071
H 0.043 0.127 0.144
H -0.070 -0.016 -0.006
H -0.028 -0.094 -0.032
H 0.093 -0.069 0.008
H 0.023 0.031 0.020
H 0.019 -0.098 0.005

Computed properties:
HOMO energy (spin up / spin down): -15.6 / -15.6 eV
Total charge: +3
Multiplicity: 5

***

Values of maximum force, in order: 0.6 4.3 2.8, all in eV Å⁻¹.
Values of relative energy (zero: lowest compared OMol25 entry of this formula, charge and spin), in order: 0.0 0.0 80.6, all in kJ/mol.